Entry 1:
Formula: C17H39F6N7O9S2
Source: the OMol25 dataset
Level of theory: ωB97M-V/def2-TZVPD

XYZ file:
```
80
Properties=species:S:1:pos:R:3:mulliken_charge:R:1
N 0.028 -0.108 -0.087 1.0177
H 0.980 -0.201 -0.412 0.3688
H -0.455 0.406 -0.809 0.3511
H 0.050 0.337 0.820 0.2820
H -0.361 -1.039 -0.117 0.0387
C 1.192 -4.433 0.888 0.6522
F 1.062 -4.868 -0.346 -0.2176
F 1.248 -5.530 1.632 -0.1780
F 2.304 -3.649 0.990 -0.1623
S -0.415 -3.491 1.409 0.7042
O -1.351 -4.577 1.887 -0.5561
O -0.058 -2.639 2.535 -0.4819
N -0.822 -2.549 0.015 -0.4221
S -1.988 -3.337 -0.604 1.0156
O -1.548 -4.559 -1.337 -0.4466
O -3.084 -3.509 0.345 -0.4511
C -2.578 -2.090 -1.989 0.6496
F -3.037 -0.937 -1.504 -0.2076
F -1.563 -1.788 -2.782 -0.1764
F -3.614 -2.502 -2.695 -0.2061
C 0.665 -0.087 -4.540 0.1017
O 0.780 0.083 -3.322 -0.5760
N -0.322 0.405 -5.346 0.1040
C -1.418 1.128 -4.772 -0.8048
C -0.469 0.037 -6.769 -0.8930
H 1.237 -0.731 -5.226 0.2984
H -1.246 1.489 -3.758 0.0236
H -2.255 0.431 -4.742 0.3403
H -1.719 1.969 -5.396 0.4010
H -0.908 0.779 -7.437 0.2912
H 0.502 -0.239 -7.180 0.3249
H -1.198 -0.767 -6.871 0.3619
C 3.382 2.255 3.965 0.1108
O 3.813 2.648 2.874 -0.5965
N 2.784 1.058 4.102 0.2859
C 2.337 0.599 5.418 -0.8948
C 2.749 0.062 3.075 -0.8516
H 3.367 2.821 4.909 0.2698
H 3.004 -0.135 5.870 0.3384
H 1.368 0.104 5.352 0.2196
H 2.188 1.489 6.029 0.3168
H 3.347 0.206 2.175 0.3222
H 3.093 -0.832 3.595 0.3697
H 1.728 -0.184 2.783 0.0641
C -2.068 3.019 -1.344 0.1182
O -1.644 1.904 -1.092 -0.6446
N -2.609 3.931 -0.497 0.1644
C -3.107 5.220 -1.020 -1.0216
C -2.757 3.830 0.971 -0.4982
H -2.103 3.365 -2.388 0.1288
H -3.012 5.303 -2.103 0.3005
H -2.755 6.108 -0.495 0.3143
H -4.189 5.149 -0.918 0.4199
H -1.959 4.276 1.565 0.3019
H -3.734 4.242 1.223 0.3655
H -2.757 2.798 1.322 -0.1420
C -1.222 0.517 3.294 0.0655
O -0.587 0.768 2.254 -0.7419
N -2.581 0.191 3.294 0.3343
C -3.333 0.059 4.524 -1.0808
C -3.343 0.080 2.085 -0.8337
H -0.763 0.602 4.291 0.2244
H -3.005 0.607 5.407 0.3663
H -3.532 -0.969 4.828 0.3496
H -4.337 0.412 4.288 0.3499
H -4.103 0.854 1.975 0.3877
H -2.667 0.191 1.237 -0.0282
H -3.853 -0.878 1.992 0.4128
C 3.627 -0.036 -1.346 0.0246
O 2.780 0.191 -0.481 -0.7064
N 4.461 -1.087 -1.401 0.2704
C 4.229 -2.151 -0.418 -0.8944
C 5.339 -1.280 -2.520 -0.8343
H 3.790 0.705 -2.144 0.2546
H 3.397 -2.764 -0.764 0.3477
H 4.107 -1.871 0.629 0.1418
H 5.003 -2.914 -0.334 0.3671
H 4.810 -1.900 -3.244 0.3782
H 5.359 -0.293 -2.982 0.2596
H 6.323 -1.701 -2.316 0.2767
```

Summary:
Gap between HOMO and LUMO (spin up / spin down) in eV: 8.2 / 2.5
Charge: +1
E_LUMO (spin up / spin down) in eV: -2.69 / -8.41
⟨S²⟩: 0.765
HOMO (spin up / spin down) in eV: -10.87 / -10.87
Spin multiplicity: 2
Energy relative to the best compared isomer or geometry (same formula, charge and spin) in eV: 3.422



Entry 2:
Formula: C17H39NdOP3Se
Source: the OMol25 dataset
Level of theory: ωB97M-V/def2-TZVPD

XYZ file:
```
62
Properties=species:S:1:pos:R:3:nbo_charge:R:1
Nd -1.133 -0.072 1.082 1.6843
P -1.713 -2.341 -0.948 0.7659
P 0.271 -2.481 1.682 0.7561
P -1.919 1.091 -1.538 0.7632
H 2.858 4.296 3.810 0.2005
C 1.860 4.752 3.651 -0.3513
C 0.668 4.049 3.575 -0.4490
H 0.707 2.900 3.608 0.1580
C -0.324 -2.628 -2.144 -0.9198
C -1.940 -4.094 -0.435 -0.9165
C -3.053 -2.276 -2.205 -0.9222
C 1.296 -1.318 2.719 -0.9351
C 0.010 -3.833 2.839 -0.9265
C 1.659 -3.208 0.696 -0.9035
C -1.404 2.835 -1.435 -0.9486
C -3.652 1.263 -2.089 -0.9160
C -1.050 0.618 -3.099 -0.9320
H 1.815 5.865 3.757 0.2315
H -0.270 4.637 3.432 0.2241
H -0.651 -3.466 -2.798 0.2666
H 0.611 -2.838 -1.610 0.2367
H -0.111 -1.703 -2.696 0.2462
H -1.896 -4.696 -1.373 0.2700
H -2.923 -4.156 0.058 0.2572
H -1.191 -4.369 0.329 0.2298
H -2.907 -3.197 -2.810 0.2718
H -2.976 -1.349 -2.794 0.2335
H -4.017 -2.273 -1.668 0.2397
H 1.635 -1.900 3.593 0.2967
H 0.689 -0.465 3.087 0.1850
H 2.173 -0.895 2.199 0.2676
H 0.945 -4.359 3.050 0.2794
H -0.731 -4.502 2.404 0.2619
H -0.394 -3.418 3.760 0.2636
H 2.299 -3.854 1.325 0.2805
H 2.271 -2.437 0.205 0.2407
H 1.238 -3.814 -0.111 0.2499
H -1.579 3.282 -2.426 0.2741
H -0.349 2.964 -1.168 0.2479
H -2.021 3.373 -0.700 0.2604
H -3.673 2.195 -2.681 0.2785
H -4.260 1.319 -1.168 0.2495
H -3.907 0.379 -2.694 0.2565
H -1.188 1.462 -3.793 0.2725
H -1.487 -0.281 -3.561 0.2506
H 0.039 0.492 -2.939 0.2514
C 2.784 1.285 -0.417 -0.2210
C 2.932 1.796 0.875 -0.2463
C 3.623 2.994 0.940 -0.1742
C 4.248 3.587 -0.180 -0.1376
C 4.194 3.004 -1.449 -0.1631
C 3.392 1.843 -1.568 -0.2005
Se 1.277 0.126 -0.556 0.2344
H 0.417 1.396 0.152 0.0025
H 2.564 1.205 1.732 0.2155
H 3.671 3.508 1.892 0.2471
H 4.764 4.541 -0.025 0.2587
H 4.773 3.495 -2.250 0.2717
H 3.236 1.274 -2.491 0.2421
O -3.710 -0.380 1.165 -0.9892
H -4.039 -0.891 0.393 0.5286
H -4.451 -0.332 1.810 0.5500
```

Summary:
Gap between HOMO and LUMO (spin up / spin down) in eV: 5.5 / 5.8
Charge: +3
E_LUMO (spin up / spin down) in eV: -11.15 / -10.81
⟨S²⟩: 3.761
HOMO (spin up / spin down) in eV: -16.65 / -16.65
Spin multiplicity: 4
Energy relative to the best compared isomer or geometry (same formula, charge and spin) in eV: 1.071



Entry 3:
Formula: C17H39OP3SeSn
Source: the OMol25 dataset
Level of theory: ωB97M-V/def2-TZVPD

XYZ file:
```
62
Properties=species:S:1:pos:R:3:mulliken_charge:R:1
Sn -0.095 -0.096 1.095 -0.2081
P -1.380 -0.682 3.274 1.0500
P 1.331 -2.128 0.658 0.8883
P -1.945 -0.758 -0.449 0.6905
H 1.114 2.209 -0.033 0.4921
C 0.060 1.923 -0.094 -0.3367
C -0.824 2.194 0.981 -1.2018
H -0.479 2.715 1.876 0.5764
C -0.703 -0.102 4.859 -1.2278
C -1.664 -2.462 3.543 -1.2546
C -3.028 0.088 3.187 -1.1438
C 2.295 -1.873 -0.839 -1.2051
C 2.468 -2.598 1.969 -1.2001
C 0.319 -3.601 0.374 -1.3288
C -3.097 0.597 -0.732 -1.2797
C -2.914 -2.181 0.080 -1.1549
C -1.140 -1.110 -2.029 -1.0255
H -0.303 1.645 -1.089 0.3227
H -1.906 2.132 0.855 0.2414
H -0.510 0.991 4.844 0.4109
H 0.214 -0.668 5.135 0.4167
H -1.497 -0.311 5.605 0.4930
H -0.696 -2.971 3.740 0.3910
H -2.173 -2.930 2.678 0.3316
H -2.312 -2.531 4.444 0.5162
H -2.914 1.189 3.152 0.3716
H -3.540 -0.205 4.127 0.5325
H -3.611 -0.263 2.314 0.2718
H 2.839 -2.829 -0.977 0.4534
H 3.012 -1.040 -0.698 0.4419
H 1.654 -1.670 -1.719 0.3122
H 2.942 -3.512 1.558 0.5226
H 1.918 -2.843 2.900 0.3832
H 3.230 -1.808 2.135 0.4243
H 1.083 -4.380 0.190 0.5734
H -0.336 -3.508 -0.509 0.3851
H -0.265 -3.853 1.281 0.3448
H -3.776 0.162 -1.492 0.5440
H -2.579 1.489 -1.133 0.3892
H -3.652 0.847 0.196 0.3437
H -3.541 -2.368 -0.817 0.5456
H -3.545 -1.924 0.956 0.4050
H -2.279 -3.063 0.298 0.2843
H -2.010 -1.246 -2.701 0.5553
H -0.527 -2.031 -1.994 0.3092
H -0.525 -0.251 -2.365 0.1994
C 2.648 2.324 -4.218 0.5550
C 1.952 3.190 -3.351 0.3892
C 1.641 4.493 -3.761 -0.5210
C 2.023 4.945 -5.028 -0.4104
C 2.719 4.093 -5.895 -0.6175
C 3.033 2.788 -5.498 -0.4243
Se 3.088 0.529 -3.728 0.3559
H 2.469 0.642 -2.350 -0.0557
H 1.665 2.831 -2.368 -0.0039
H 1.099 5.149 -3.080 0.4094
H 1.779 5.963 -5.341 0.4381
H 3.021 4.435 -6.884 0.4328
H 3.573 2.120 -6.164 0.3962
O 1.758 0.765 2.673 -0.4633
H 1.704 -0.027 3.201 0.3333
H 1.115 1.373 3.158 0.3399
```

Summary:
Gap between HOMO and LUMO (spin up / spin down) in eV: 7.5 / 4.7
Charge: +4
E_LUMO (spin up / spin down) in eV: -12.41 / -13.83
HOMO (spin up / spin down) in eV: -19.90 / -18.55
Energy relative to the best compared isomer or geometry (same formula, charge and spin) in eV: 0.000



Entry 4:
Formula: C17H40Cl8O3PS
Source: the OMol25 dataset
Level of theory: ωB97M-V/def2-TZVPD

XYZ file:
```
70
Properties=species:S:1:pos:R:3:nbo_charge:R:1
C -1.717 -1.576 -3.610 -0.6535
C -1.339 -0.282 -4.422 -0.0464
O 0.033 0.077 -4.399 -0.5634
C 0.623 -0.052 -3.085 -0.4085
P 2.254 0.981 -2.972 1.1447
S 2.644 0.932 -5.160 -0.5120
C 1.411 2.660 -3.200 -0.7425
C -0.049 2.898 -2.721 -0.4181
C -0.245 3.047 -1.167 -0.0514
O -0.620 1.823 -0.541 -0.5539
C -0.415 1.967 0.869 -0.2554
O 2.143 1.034 -1.197 -0.8518
C 3.417 1.022 -0.613 -0.0395
C 3.376 0.533 0.890 -0.6334
H -2.519 -2.097 -4.191 0.1921
H -2.083 -1.295 -2.604 0.2082
H -0.870 -2.296 -3.568 0.2183
H -1.583 -0.495 -5.494 0.1638
H -2.023 0.556 -4.128 0.1450
H 0.918 -1.133 -2.988 0.1611
H -0.102 0.148 -2.263 0.1946
H 2.973 -0.268 -2.816 -0.1863
H 3.535 1.661 -2.850 -0.1624
H 3.146 -0.327 -5.418 0.1137
H 1.449 2.921 -4.290 0.2180
H 2.063 3.430 -2.708 0.2022
H -0.833 2.248 -3.170 0.2136
H -0.328 3.924 -3.096 0.1825
H 0.641 3.547 -0.708 0.1703
H -1.103 3.766 -1.031 0.1377
H -1.258 1.490 1.421 0.1721
H 0.544 1.470 1.156 0.1883
H -0.394 3.031 1.185 0.1638
H 4.156 0.353 -1.133 0.1600
H 3.864 2.053 -0.670 0.1410
H 2.983 -0.505 0.861 0.2021
H 4.419 0.532 1.290 0.1898
H 2.711 1.220 1.452 0.1936
Cl -3.182 1.300 3.552 -0.0540
C -2.938 2.314 4.994 -0.3906
C -2.524 3.725 4.640 -0.3907
Cl -0.885 3.799 3.945 -0.0447
H -2.198 1.827 5.628 0.2281
H -3.887 2.333 5.530 0.2163
H -2.512 4.340 5.540 0.2178
H -3.212 4.176 3.926 0.2233
Cl -3.087 -4.891 5.207 -0.0644
C -3.890 -3.305 5.288 -0.3862
C -2.967 -2.176 4.892 -0.3909
Cl -1.668 -1.918 6.084 -0.0681
H -4.274 -3.172 6.298 0.2184
H -4.737 -3.345 4.603 0.2255
H -3.528 -1.244 4.831 0.2298
H -2.505 -2.359 3.923 0.2327
Cl 6.230 0.529 -1.744 -0.0349
C 7.478 1.592 -2.446 -0.3935
C 7.187 3.059 -2.221 -0.3943
Cl 5.776 3.619 -3.148 -0.0309
H 7.561 1.359 -3.507 0.2222
H 8.422 1.330 -1.965 0.2062
H 8.038 3.657 -2.551 0.2079
H 7.006 3.272 -1.168 0.2167
Cl -6.816 -8.035 3.274 -0.0637
C -5.726 -7.844 1.878 -0.3857
C -4.516 -7.000 2.207 -0.3887
Cl -4.943 -5.297 2.494 -0.0595
H -6.300 -7.416 1.058 0.2238
H -5.407 -8.845 1.586 0.2205
H -3.818 -7.014 1.371 0.2272
H -3.999 -7.370 3.091 0.2262
```

Summary:
Gap between HOMO and LUMO in eV: 5.5
Charge: -1
E_LUMO in eV: 1.92
HOMO in eV: -3.53



no.,energy (hartree)
1,-3126.756676
2,-4732.226688
3,-4384.573136
4,-5318.432312